Molecular formula: C2H3N3O
Method: DFT, wB97M-V/def2-TZVPD

The geometry in XYZ format:
```
9
Properties=species:S:1:pos:R:3:nbo_charge:R:1
N 2.107 0.449 -0.029 -0.039
N 1.869 -0.720 0.077 -0.041
C 0.729 0.094 -0.348 -0.135
C -0.488 0.426 0.506 0.167
N -1.587 -0.540 0.380 -0.306
O -1.548 0.694 -0.312 -0.347
H 0.537 0.036 -1.445 0.195
H -0.353 0.888 1.378 0.179
H -1.266 -1.327 -0.207 0.327
```

Charge = 0
Largest force on an atom = 0.1069 Eh/bohr
Frontier orbital gap = 10.268 eV
LUMO energy = 0.37 eV
Energy relative to the best compared isomer or geometry (same formula, charge and spin) = 123.69 kcal/mol

=====

Molecular formula: C2H3N3O
Method: DFT, wB97M-V/def2-TZVPD

The geometry in XYZ format:
```
9
Properties=species:S:1:pos:R:3:nbo_charge:R:1
C 0.151 0.525 1.140 0.381
C -0.769 -0.391 -0.533 -0.159
N -0.964 0.025 0.815 -0.495
N 1.157 0.549 0.228 -0.353
N 0.660 0.001 -0.811 0.361
O 1.213 -0.208 -1.866 -0.355
H 0.858 0.889 2.900 0.125
H -0.866 -1.477 -0.624 0.249
H -1.441 0.088 -1.249 0.248
```

Charge = 0
Largest force on an atom = 0.0833 Eh/bohr
Frontier orbital gap = 9.362 eV
LUMO energy = -0.87 eV
Energy relative to the best compared isomer or geometry (same formula, charge and spin) = 154.70 kcal/mol

=====

Molecular formula: C2H3N3O
Method: DFT, wB97M-V/def2-TZVPD

The geometry in XYZ format:
```
9
Properties=species:S:1:pos:R:3:nbo_charge:R:1
O 2.204 -0.205 -0.145 -0.655
C 0.872 -0.092 -0.042 0.561
N 0.099 -1.172 -0.304 -0.496
C -1.110 -0.706 -0.084 0.188
N -1.056 0.584 0.280 -0.357
N 0.235 1.005 0.322 -0.355
H 2.590 0.642 -0.382 0.493
H -2.031 -1.263 -0.190 0.207
H -1.803 1.206 0.544 0.415
```

Charge = 0
Largest force on an atom = 0.0072 Eh/bohr
Frontier orbital gap = 10.448 eV
LUMO energy = 0.91 eV
Energy relative to the best compared isomer or geometry (same formula, charge and spin) = 8.63 kcal/mol

=====

Molecular formula: C2H3N3O
Method: DFT, wB97M-V/def2-TZVPD

The geometry in XYZ format:
```
9
Properties=species:S:1:pos:R:3:nbo_charge:R:1
O -2.088 -0.063 -0.283 -0.662
C -0.768 -0.354 -0.030 0.346
N -0.192 -1.421 0.252 -0.322
N 1.944 -0.382 -0.037 -0.280
N 1.323 0.707 -0.051 -0.111
C 0.088 0.904 -0.155 -0.049
H -2.592 -0.888 -0.213 0.496
H 2.525 -0.421 0.814 0.356
H -0.241 1.921 -0.296 0.227
```

Charge = 0
Largest force on an atom = 0.0315 Eh/bohr
Frontier orbital gap (spin up / spin down) = 8.014 / 9.445 eV
LUMO energy (spin up / spin down) = -0.89 / -0.41 eV
Energy relative to the best compared isomer or geometry (same formula, charge and spin) = 100.99 kcal/mol

=====

Molecular formula: C2H3N3O
Method: DFT, wB97M-V/def2-TZVPD

The geometry in XYZ format:
```
9
Properties=species:S:1:pos:R:3:nbo_charge:R:1
H 1.176 -1.191 -0.214 0.358
N 1.411 -0.146 0.174 -0.595
C 0.269 0.433 0.040 0.255
C 0.092 1.876 0.548 0.237
N -0.090 2.993 0.654 -0.270
N -0.782 -0.339 -0.016 -0.290
O -0.380 -1.596 -0.538 -0.556
H -1.303 0.238 -0.840 0.365
H -0.392 -2.268 0.191 0.496
```

Charge = 0
Largest force on an atom = 0.1657 Eh/bohr
Frontier orbital gap = 10.757 eV
LUMO energy = 0.23 eV
Energy relative to the best compared isomer or geometry (same formula, charge and spin) = 102.71 kcal/mol

=====

Molecular formula: C2H3N3O
Method: DFT, wB97M-V/def2-TZVPD

The geometry in XYZ format:
```
9
Properties=species:S:1:pos:R:3:nbo_charge:R:1
O -1.188 0.753 -1.767 -0.675
C -0.524 0.274 -0.684 0.553
N 0.417 1.014 -0.044 -0.512
C 0.775 0.231 0.945 0.198
N 0.103 -0.922 0.930 -0.375
N -0.780 -0.917 -0.163 -0.307
H -0.612 0.726 -2.546 0.494
H 1.523 0.477 1.685 0.203
H 0.286 -1.636 1.643 0.421
```

Charge = 0
Largest force on an atom = 0.0270 Eh/bohr
Frontier orbital gap = 10.878 eV
LUMO energy = 0.82 eV
Energy relative to the best compared isomer or geometry (same formula, charge and spin) = 15.21 kcal/mol